Molecular formula: C33H96O24
Method: DFT, the ωB97M-V functional and the def2-TZVPD basis

Geometry as ORCA input:
```
! RIJCOSX wB97M-V def2-TZVPD def2/J DEFGRID3
* xyz 0 1
O 3.660 -0.160 1.810
H 3.393 -1.001 2.233
H 2.851 0.185 1.380
C -3.285 -2.938 -1.734
C -3.204 -3.316 -0.271
O -4.240 -2.789 0.554
O -3.201 -1.496 -1.892
H -4.235 -3.294 -2.141
H -2.451 -3.373 -2.282
H -2.245 -3.033 0.177
H -3.206 -4.420 -0.224
H -5.029 -3.330 0.424
H -4.083 -1.191 -2.130
C 2.849 3.955 2.174
C 4.229 4.027 1.527
O 4.601 5.345 1.108
O 2.856 4.129 3.558
H 2.511 2.939 1.925
H 2.161 4.674 1.740
H 4.303 3.326 0.689
H 5.020 3.742 2.224
H 4.114 5.545 0.302
H 3.660 3.802 3.968
C -4.163 3.607 -2.248
C -2.882 2.905 -1.821
O -1.760 3.274 -2.561
O -3.975 5.015 -2.105
H -5.001 3.244 -1.647
H -4.335 3.364 -3.306
H -3.047 1.819 -1.841
H -2.737 3.168 -0.766
H -1.961 3.212 -3.516
H -4.475 5.457 -2.795
C 1.022 -6.176 -0.286
C 1.948 -6.936 0.654
O 1.652 -6.799 2.046
O -0.344 -6.568 -0.175
H 1.400 -6.341 -1.297
H 1.049 -5.090 -0.132
H 2.989 -6.664 0.482
H 1.900 -8.009 0.431
H 0.700 -6.675 2.110
H -0.674 -6.256 0.675
C -2.602 -0.415 4.945
C -2.738 1.037 4.510
O -1.846 1.929 5.184
O -1.429 -1.013 4.412
H -3.481 -0.923 4.526
H -2.637 -0.583 6.023
H -3.772 1.361 4.627
H -2.495 1.131 3.444
H -0.925 1.678 5.012
H -0.700 -0.599 4.912
C 1.768 1.023 4.510
C 1.445 0.893 5.970
O 0.780 -0.347 6.286
O 0.598 1.214 3.767
H 2.344 0.161 4.139
H 2.565 1.764 4.353
H 0.722 1.659 6.260
H 2.347 1.005 6.579
H 1.412 -1.067 6.176
H 0.811 1.039 2.823
C 1.498 3.004 -1.974
C 1.580 1.965 -3.083
O 0.523 1.996 -4.018
O 0.540 2.667 -1.002
H 1.334 4.005 -2.388
H 2.485 3.077 -1.507
H 1.678 0.989 -2.594
H 2.498 2.147 -3.654
H -0.228 1.520 -3.613
H -0.364 2.934 -1.226
C -0.816 4.328 1.095
C -2.057 4.516 1.950
O -3.264 4.402 1.213
O -0.514 5.420 0.246
H -0.939 3.405 0.512
H 0.011 4.129 1.780
H -1.972 5.448 2.520
H -1.993 3.749 2.730
H -3.439 5.251 0.790
H -1.215 5.514 -0.409
C -2.080 1.204 -5.727
C -2.625 0.265 -4.710
O -1.753 0.182 -3.591
O -2.068 2.600 -5.266
H -2.709 1.244 -6.622
H -1.062 1.007 -6.064
H -2.752 -0.738 -5.129
H -3.606 0.615 -4.361
H -2.133 -0.388 -2.887
H -1.271 2.951 -5.678
C 1.620 -3.557 2.079
C 3.137 -3.894 2.260
C 3.906 -3.822 0.968
O 3.603 -2.752 3.077
H 1.234 -3.010 2.937
H 0.968 -4.435 2.041
H 1.511 -3.006 1.147
H 3.265 -4.805 2.842
H 3.926 -2.841 0.490
H 3.455 -4.493 0.231
H 4.937 -4.143 1.128
H 3.370 -2.951 3.989
C 4.479 -0.083 -1.359
C 5.846 -0.701 -1.580
C 5.644 -2.073 -2.220
O 6.617 0.138 -2.443
H 4.578 0.855 -0.806
H 3.729 -0.710 -0.872
H 3.948 0.189 -2.281
H 6.421 -0.847 -0.667
H 4.922 -2.689 -1.677
H 6.524 -2.725 -2.302
H 5.336 -1.963 -3.265
H 6.124 0.211 -3.270
C -5.228 0.213 1.881
C -4.833 1.567 1.335
C -5.782 2.103 0.280
O -4.719 2.460 2.430
H -4.454 -0.202 2.526
H -5.444 -0.470 1.062
H -6.127 0.345 2.493
H -3.834 1.455 0.892
H -5.534 3.145 0.065
H -6.826 2.065 0.599
H -5.676 1.530 -0.646
H -4.309 3.287 2.070
C 0.389 -3.246 -3.480
C 1.575 -3.023 -4.433
C 1.343 -1.755 -5.221
O 2.742 -2.791 -3.611
H -0.497 -3.458 -4.101
H 0.153 -2.366 -2.898
H 0.527 -4.163 -2.899
H 1.707 -3.883 -5.098
H 0.414 -1.808 -5.800
H 2.112 -1.538 -5.965
H 1.231 -0.909 -4.544
H 2.836 -3.592 -3.080
C -1.510 0.367 0.692
C -0.143 -0.329 0.707
C 0.188 -0.987 -0.643
O 0.856 0.625 1.078
H -1.638 0.853 1.658
H -2.346 -0.334 0.611
H -1.521 0.995 -0.201
H -0.163 -1.134 1.440
H 1.273 -1.094 -0.721
H -0.228 -0.412 -1.473
H -0.234 -1.995 -0.692
H 0.802 1.349 0.426
*
```

For the LUMO energy, the calculation gives -0.08 eV. The calculation puts the electronic energy at -3120.52438 hartree. The value obtained for the HOMO energy is -8.94 eV.